1.
The following is a DFT calculation (ωB97M-V with the def2-TZVPD basis set) of a cluster of 11 separate species, C18H55F2NO14S2 in total in a non-equilibrium geometry.

```
! wB97M-V def2-TZVPD RIJCOSX def2/J DEFGRID3
* xyz -2 1
O 4.452 1.051 2.487
H 4.117 1.915 2.227
N 0.299 -0.236 1.310
S -0.825 -0.613 0.293
O -0.466 -1.049 -1.036
O -2.129 0.008 0.461
F -1.026 -2.094 0.945
S 0.266 1.458 0.826
O -0.524 2.397 1.607
O 0.487 1.732 -0.580
F 1.731 1.811 1.396
C -5.406 -2.580 1.217
C -4.200 -3.497 1.010
O -4.332 -4.637 1.848
H -6.318 -3.039 0.825
H -5.286 -1.575 0.804
H -5.579 -2.309 2.261
H -3.360 -2.917 1.396
H -3.999 -3.698 -0.043
H -4.719 -5.336 1.314
C 4.032 -1.080 -2.202
C 2.949 -0.766 -1.196
O 3.265 -1.399 0.041
H 4.155 -2.136 -2.440
H 4.915 -0.543 -1.840
H 3.900 -0.562 -3.160
H 1.973 -1.072 -1.571
H 2.919 0.325 -1.129
H 4.201 -1.615 0.028
C 0.115 -5.061 1.994
C 0.703 -4.665 3.354
O 0.507 -3.298 3.629
H -0.807 -4.564 1.684
H -0.087 -6.114 1.779
H 0.825 -4.675 1.254
H 1.717 -5.052 3.417
H 0.067 -5.171 4.101
H -0.437 -3.213 3.785
C -2.404 -2.437 -5.598
C -1.909 -1.566 -4.420
O -1.673 -2.526 -3.414
H -3.373 -2.877 -5.339
H -1.730 -3.277 -5.751
H -2.632 -1.932 -6.541
H -2.615 -0.767 -4.188
H -0.955 -1.133 -4.737
H -1.123 -2.139 -2.716
C 0.821 1.632 -4.141
C 2.179 1.230 -4.758
O 2.341 1.991 -5.953
H 0.449 0.993 -3.337
H 0.027 1.521 -4.886
H 0.852 2.677 -3.835
H 2.215 0.205 -5.127
H 2.974 1.420 -4.035
H 2.527 2.900 -5.697
C -2.837 1.595 -2.584
C -4.351 1.684 -2.336
O -4.903 2.631 -3.240
H -2.346 2.481 -2.182
H -2.619 1.367 -3.625
H -2.494 0.730 -2.010
H -4.624 1.903 -1.303
H -4.750 0.702 -2.607
H -4.263 3.306 -3.472
C 4.280 3.408 -1.455
C 3.181 4.064 -0.603
O 2.737 5.297 -1.140
H 5.054 4.144 -1.688
H 3.910 2.965 -2.381
H 4.743 2.600 -0.883
H 3.485 4.270 0.426
H 2.348 3.364 -0.579
H 3.355 6.005 -0.958
C 3.185 3.560 4.574
C 1.785 2.966 4.688
O 2.036 1.554 4.718
H 3.734 3.215 5.453
H 3.197 4.659 4.593
H 3.711 3.242 3.677
H 1.169 3.224 3.827
H 1.195 3.169 5.589
H 2.503 1.323 5.521
C -2.148 -0.241 5.670
C -1.867 0.014 4.199
O -0.693 -0.638 3.794
H -1.993 -1.290 5.939
H -3.199 -0.094 5.940
H -1.562 0.389 6.338
H -1.790 1.099 4.054
H -2.729 -0.271 3.583
H -0.507 -0.443 2.841
*
```


2.
The following is a DFT calculation (ωB97M-V with the def2-TZVPD basis set) of a cluster of 10 separate species, C18H56O10 in total in a non-equilibrium geometry.

```
! wB97M-V def2-TZVPD RIJCOSX def2/J DEFGRID3
* xyz 0 1
C 3.187 0.303 2.834
C 3.098 -0.662 1.675
O 3.384 -1.997 2.145
H 2.761 1.266 2.548
H 4.231 0.433 3.118
H 2.613 -0.041 3.695
H 3.790 -0.394 0.876
H 2.087 -0.629 1.259
H 3.829 -2.466 1.434
C -0.393 -1.913 4.304
C -0.167 -1.419 2.874
O 0.550 -2.390 2.105
H 0.574 -2.194 4.723
H -1.005 -2.813 4.281
H -0.878 -1.113 4.862
H 0.370 -0.466 2.908
H -1.116 -1.253 2.362
H 1.501 -2.229 2.187
C 0.484 -2.144 -2.798
C 1.749 -2.597 -2.085
O 2.926 -2.271 -2.829
H 0.499 -1.055 -2.880
H -0.412 -2.484 -2.280
H 0.461 -2.523 -3.822
H 1.699 -3.673 -1.889
H 1.802 -2.148 -1.089
H 3.233 -3.056 -3.285
C -0.861 4.080 3.380
C -0.013 3.098 2.605
O 0.096 3.511 1.262
H -1.847 4.201 2.933
H -0.401 5.072 3.366
H -0.938 3.788 4.428
H -0.407 2.075 2.704
H 0.975 3.042 3.090
H 0.412 2.750 0.747
C -3.926 0.185 -1.952
C -2.748 -0.506 -1.310
O -3.031 -1.893 -1.173
H -4.808 0.033 -1.329
H -4.128 -0.222 -2.944
H -3.741 1.257 -2.038
H -2.570 -0.077 -0.311
H -1.806 -0.373 -1.856
H -2.188 -2.322 -0.950
C 4.448 2.035 -0.876
C 4.321 0.771 -1.691
O 2.930 0.437 -1.878
H 3.896 2.025 0.064
H 4.137 2.890 -1.473
H 5.503 2.145 -0.611
H 4.841 -0.088 -1.252
H 4.753 0.908 -2.688
H 2.911 -0.483 -2.172
C -0.894 -4.643 -1.939
C -0.174 -4.250 -0.665
O -0.586 -2.949 -0.268
H -1.970 -4.520 -1.804
H -0.712 -5.699 -2.156
H -0.575 -4.097 -2.826
H 0.908 -4.252 -0.856
H -0.377 -4.972 0.130
H -0.185 -2.744 0.602
C -3.199 2.151 1.006
C -4.251 2.290 -0.069
O -5.392 1.519 0.322
H -2.330 2.775 0.776
H -2.854 1.119 1.080
H -3.567 2.482 1.978
H -3.844 1.917 -1.014
H -4.557 3.335 -0.173
H -5.882 1.269 -0.466
C 0.045 0.363 -0.256
O 1.093 1.282 -0.038
H -0.583 0.611 -1.116
H 0.369 -0.683 -0.302
H -0.636 0.378 0.601
H 1.756 1.158 -0.736
C -1.122 3.163 -2.615
O -1.595 3.710 -3.844
H -0.068 2.927 -2.725
H -1.256 3.876 -1.796
H -1.685 2.257 -2.366
H -2.547 3.814 -3.772
*
```

The SMILES is CCO.CCO.CCO.CCO.CCO.CCO.CCO.CCO.CO.CO.


3.
The following is a DFT calculation (ωB97M-V with the def2-TZVPD basis set) of a cluster of 7 separate species, C18H57FN6O6 in total in a non-equilibrium geometry.

```
! wB97M-V def2-TZVPD RIJCOSX def2/J DEFGRID3
* xyz 1 2
N 21.714 -2.383 -5.690
H 22.455 -3.056 -5.556
H 21.423 -2.007 -4.799
H 20.904 -2.842 -6.081
H 21.970 -1.532 -6.169
N 20.783 1.956 -5.315
H 21.364 1.286 -5.799
H 21.436 2.468 -4.740
H 20.291 1.268 -4.763
H 20.117 2.528 -5.813
N 19.039 -0.733 -7.226
H 19.122 -1.730 -7.362
H 18.905 -0.462 -6.262
H 18.394 -0.389 -7.922
H 19.938 -0.335 -7.458
F 21.583 0.075 -7.273
C 24.297 -4.560 -3.859
O 23.833 -4.459 -5.186
C 24.899 -4.577 -6.175
C 24.426 -4.135 -7.569
N 23.998 -2.723 -7.574
C 23.419 -2.272 -8.862
C 22.014 -2.889 -9.159
O 21.827 -2.642 -10.512
C 20.460 -2.653 -10.941
H 23.423 -4.466 -3.215
H 24.964 -3.739 -3.595
H 24.902 -5.435 -3.623
H 25.316 -5.583 -6.227
H 25.679 -3.994 -5.686
H 23.684 -4.823 -7.974
H 25.271 -4.113 -8.257
H 24.707 -2.169 -7.115
H 24.062 -2.348 -9.739
H 23.260 -1.202 -8.729
H 21.321 -2.360 -8.505
H 21.836 -3.958 -9.042
H 20.146 -3.683 -10.768
H 20.417 -2.385 -11.996
H 19.841 -1.923 -10.419
C 25.383 4.761 -8.648
O 24.901 3.806 -7.667
C 23.600 3.308 -7.865
C 23.462 2.335 -8.985
N 22.090 1.934 -9.220
C 21.989 1.241 -10.574
C 20.449 0.975 -10.941
O 20.449 0.060 -12.047
C 19.242 -0.180 -12.694
H 25.403 4.322 -9.646
H 26.396 5.111 -8.446
H 24.698 5.609 -8.649
H 22.951 4.165 -8.044
H 23.374 2.722 -6.975
H 24.035 1.439 -8.752
H 23.885 2.831 -9.859
H 21.811 1.244 -8.538
H 22.558 0.323 -10.432
H 22.425 1.898 -11.327
H 20.048 1.984 -11.044
H 19.794 0.491 -10.216
H 18.659 -0.976 -12.230
H 19.410 -0.422 -13.743
H 18.546 0.654 -12.602
C 30.424 -1.403 -7.436
O 29.141 -0.941 -6.997
C 28.649 -1.724 -5.889
C 27.399 -1.057 -5.320
N 26.251 -1.113 -6.287
C 25.160 -0.197 -5.878
C 24.277 -0.675 -4.733
O 24.849 -0.274 -3.470
C 24.320 -0.937 -2.368
H 30.722 -0.765 -8.268
H 30.393 -2.426 -7.808
H 31.190 -1.263 -6.672
H 29.386 -1.738 -5.086
H 28.435 -2.769 -6.111
H 27.684 -0.063 -4.974
H 27.098 -1.720 -4.510
H 26.734 -0.751 -7.097
H 24.581 -0.050 -6.790
H 25.555 0.759 -5.532
H 24.138 -1.744 -4.894
H 23.292 -0.217 -4.830
H 23.410 -0.592 -1.877
H 25.092 -0.815 -1.609
H 24.268 -2.012 -2.540
*
```


Number 1: DFT total energy -76812.975 eV. Number 2: DFT total energy -40045.557 eV. Number 3: DFT total energy -43520.218 eV.